--- i ---
{
  "formula": "C4H7N3",
  "method": "ωB97M-V with the def2-TZVPD basis set",
  "symbols": ["C", "C", "N", "C", "N", "C", "N", "H", "H", "H", "H", "H", "H", "H"],
  "xyz": [[-1.12, 0.72, -0.31], [-1.16, -0.49, 0.61], [0.18, -0.62, 1.17], [1.19, -0.32, 0.30], [2.41, -0.66, 0.42], [0.70, 0.49, -0.87], [1.07, 0.92, -1.95], [-0.26, 0.96, -1.48], [-1.13, 1.67, 0.23], [-1.91, 0.70, -1.07], [-1.45, -1.39, 0.04], [-1.88, -0.35, 1.42], [0.38, -1.34, 1.85], [2.96, -0.28, -0.35]],
  "lowdin_charge": [-0.0912, -0.2187, 0.0305, -0.4376, 0.1390, -0.3170, 0.1409, 0.1160, 0.1030, 0.1073, 0.1187, 0.1162, 0.1432, 0.0496],
  "e_lumo_ev": 0.73,
  "charge": 0
}

***

--- ii ---
{
  "formula": "C4H7N3",
  "method": "ωB97M-V with the def2-TZVPD basis set",
  "symbols": ["C", "N", "C", "N", "N", "C", "C", "H", "H", "H", "H", "H", "H", "H"],
  "xyz": [[2.23, 0.20, 0.28], [1.23, 0.15, -0.77], [-0.12, 0.05, -0.43], [-1.04, 0.69, -1.14], [-2.21, 0.31, -0.59], [-2.05, -0.52, 0.46], [-0.70, -0.72, 0.61], [1.83, -0.25, 1.19], [3.12, -0.37, -0.01], [2.53, 1.22, 0.53], [1.36, 0.83, -1.50], [-3.06, 0.67, -0.98], [-2.90, -0.91, 1.01], [-0.21, -1.36, 1.33]],
  "lowdin_charge": [-0.1074, -0.0393, -0.3948, 0.0669, -0.0523, -0.1186, -0.0373, 0.0674, 0.0748, 0.0798, 0.1164, 0.1426, 0.1105, 0.0914],
  "e_lumo_ev": 1.12,
  "smiles": "CNc1cc[nH]n1",
  "charge": 0
}

***

--- iii ---
{
  "formula": "C4H7N3",
  "method": "ωB97M-V with the def2-TZVPD basis set",
  "symbols": ["C", "C", "C", "C", "N", "N", "N", "H", "H", "H", "H", "H", "H", "H"],
  "xyz": [[2.02, 0.37, 0.24], [-0.89, 1.39, -0.63], [-0.87, 1.09, 0.90], [-0.23, 0.19, -0.04], [3.17, 0.38, 0.34], [0.05, -2.08, 0.32], [-0.31, -1.07, -0.56], [-1.64, 1.29, -1.54], [-0.12, 2.15, -0.72], [-0.19, 1.86, 1.30], [-1.79, 0.83, 1.43], [-0.20, -3.07, -0.03], [1.06, -2.08, 0.50], [-0.07, -1.26, -1.51]],
  "lowdin_charge": [-0.2204, -0.0775, -0.0588, -0.3283, -0.0672, 0.0042, -0.0695, 0.1572, 0.0920, 0.1201, 0.1174, 0.1242, 0.0670, 0.1396],
  "e_lumo_ev": 0.14,
  "charge": 0
}

***

--- iv ---
{
  "formula": "C4H7N3",
  "method": "ωB97M-V with the def2-TZVPD basis set",
  "symbols": ["C", "C", "C", "C", "H", "H", "H", "H", "H", "H", "H", "N", "N", "N"],
  "xyz": [[-1.12, 0.19, 0.20], [0.01, -0.40, 0.98], [1.20, 0.94, -0.52], [0.14, 1.05, 0.52], [-1.18, 0.10, -1.90], [-1.12, -1.41, -1.06], [-1.98, 0.52, 0.76], [-0.11, -0.86, 2.01], [1.53, -1.83, 0.64], [1.53, 1.65, -1.37], [0.04, 1.89, 1.27], [-1.53, -0.37, -0.98], [0.93, -1.17, 0.11], [1.65, -0.29, -0.67]],
  "lowdin_charge": [-0.3816, -0.2165, -0.1381, -0.1417, 0.1167, 0.1335, 0.1176, 0.1526, 0.1341, 0.1314, 0.1421, 0.0028, -0.0545, 0.0017],
  "e_lumo_ev": 0.98,
  "smiles": "N[C@@H]1[C@@H]2C=NN[C@H]12",
  "charge": 0
}

***

In kcal/mol, relative to the most stable structure: i 90.5; ii 0.0; iii 106.3; iv 51.6.